1.
C3H10Cl2Si2 | ωB97M-V/def2-TZVPD

```
17
C3H10Cl2Si2 ωB97M-V/def2-TZVPD
C 2.85700 -1.43048 -0.45985
C 2.75774 1.39057 0.38383
C -3.68637 -0.69324 0.41261
Si -2.54113 0.76108 -0.19338
Si 4.03249 0.01408 0.05246
Cl -2.84304 -2.19036 0.13175
Cl -3.10717 2.65390 0.44177
H 2.31696 -2.00409 0.44157
H 1.93570 -1.18186 -1.09435
H 3.35105 -2.29080 -1.14295
H 2.04215 1.47231 -0.45417
H 2.16539 1.07538 1.22264
H 3.19619 2.34891 0.64080
H -4.58904 -0.66089 -0.33005
H -4.20648 -0.75682 1.37208
H -1.07851 0.65317 0.23185
H -2.60293 0.83912 -1.65661
```

Output
orbital gap: 7.8310 eV
highest occupied orbital energy: -8.1 eV
LUMO level: -0.2 eV

=====

2.
C48H72O36 | ωB97M-V/def2-TZVPD

```
156
C48H72O36 ωB97M-V/def2-TZVPD
C -18.88557 14.33571 -22.90816
C -17.39948 14.36115 -22.54381
C -16.59800 13.07981 -22.98471
O -15.38996 13.57326 -23.51028
C -15.48498 14.88696 -23.70104
O -14.65253 15.57182 -24.30947
O -16.59871 15.40263 -23.14832
H -19.29735 14.34445 -23.91735
H -19.41857 15.25011 -22.64764
H -19.30168 13.63104 -22.18815
H -17.26649 14.32718 -21.46249
H -17.30280 12.47335 -23.55355
H -16.37364 12.33648 -22.21970
C -11.96381 21.35916 -20.41958
C -11.66585 20.33791 -21.51067
C -10.61364 20.62843 -22.62453
O -9.53916 19.85111 -22.24531
C -9.90146 18.89940 -21.38908
O -9.31326 17.81608 -21.21321
O -11.01542 19.25432 -20.76295
H -12.23983 22.33813 -20.81141
H -11.21372 21.45616 -19.63470
H -12.89300 21.03926 -19.94802
H -12.56575 19.88251 -21.92406
H -10.26770 21.66126 -22.66552
H -11.08759 20.27119 -23.53878
C -16.99159 10.89748 -29.97916
C -16.23534 12.04246 -29.23614
C -15.00515 12.58301 -30.04697
O -15.35339 13.84614 -30.54442
C -16.47277 14.33727 -29.89527
O -17.05189 15.42433 -29.94063
O -17.00243 13.21370 -29.11851
H -16.17963 10.30471 -30.40039
H -17.62156 11.16822 -30.82648
H -17.59365 10.28321 -29.30963
H -15.95955 11.74456 -28.22455
H -14.82413 12.07032 -30.99168
H -14.01805 12.56912 -29.58488
C -6.93393 9.28871 -23.56310
C -7.09447 8.45246 -24.85040
C -7.88243 7.16392 -24.61587
O -8.79008 7.20549 -25.60518
C -8.84378 8.34048 -26.27797
O -9.66314 8.58886 -27.16553
O -7.95679 9.13744 -25.86019
H -6.59552 10.30380 -23.77084
H -6.23027 8.67718 -22.99830
H -7.79474 9.23522 -22.89659
H -6.11393 8.23929 -25.27607
H -8.28284 7.02893 -23.61110
H -7.36133 6.26839 -24.95437
C -0.04145 25.06391 -31.30564
C 0.78772 26.38811 -31.60856
C 1.87273 26.73594 -30.66622
O 2.98501 26.62667 -31.44629
C 2.61428 26.49837 -32.71093
O 3.36357 26.50389 -33.67112
O 1.26010 26.32125 -32.84096
H -0.70617 24.67047 -32.07469
H -0.48492 25.18564 -30.31741
H 0.57215 24.19032 -31.08555
H 0.26930 27.34661 -31.58369
H 2.05786 26.07667 -29.81817
H 1.74239 27.73351 -30.24674
C 1.06993 9.67826 -19.62102
C 1.48530 10.94872 -20.36857
C 2.73112 10.56673 -21.25148
O 2.25311 11.01885 -22.54707
C 1.00835 11.34296 -22.53261
O 0.31829 11.73091 -23.48068
O 0.50439 11.30259 -21.24010
H 1.75008 9.34626 -18.83664
H 0.89929 8.78673 -20.22449
H 0.18554 10.07432 -19.12195
H 1.49347 11.82142 -19.71555
H 2.95313 9.50082 -21.30289
H 3.57892 11.22502 -21.06178
C -9.09919 18.98571 -34.57990
C -8.33121 18.96859 -35.91172
C -8.01642 20.27765 -36.44522
O -6.66499 20.13296 -36.61425
C -6.23815 18.87670 -36.53595
O -5.24368 18.46164 -37.07745
O -7.18035 18.16527 -35.74775
H -9.69496 18.07642 -34.50023
H -9.71219 19.88644 -34.61163
H -8.43364 18.99277 -33.71670
H -8.93120 18.64521 -36.76233
H -8.18645 21.08345 -35.73116
H -8.44361 20.53396 -37.41472
C -6.65365 16.00425 -27.17003
C -5.82631 17.24522 -27.41652
C -4.47030 17.10101 -26.69579
O -3.52138 17.47275 -27.59922
C -4.01400 17.73334 -28.81846
O -3.49868 18.21153 -29.80499
O -5.37293 17.57377 -28.77567
H -6.12633 15.20365 -27.68876
H -7.69215 16.02834 -27.50026
H -6.73392 15.81065 -26.10037
H -6.22087 18.16218 -26.97880
H -4.38734 16.03163 -26.50178
H -4.44801 17.71194 -25.79337
C 4.51809 16.72050 -30.09063
C 3.85149 17.02040 -28.66411
C 4.57689 16.84681 -27.49947
O 4.38344 17.97157 -26.69920
C 3.88637 18.86105 -27.43881
O 3.63693 20.01997 -27.16547
O 3.67153 18.39394 -28.59862
H 5.45351 17.24838 -30.27622
H 4.00515 17.01482 -31.00625
H 4.42444 15.63638 -30.15405
H 2.86688 16.55342 -28.68807
H 5.60550 16.58007 -27.74222
H 4.13304 15.95934 -27.04838
C -4.88657 24.81385 -24.21145
C -5.27318 26.12790 -23.51780
C -4.29251 27.29944 -23.52668
O -5.08779 28.41129 -23.84632
C -6.22776 28.02332 -24.46246
O -7.15585 28.70153 -24.93263
O -6.27461 26.67345 -24.39166
H -5.55037 23.94963 -24.18687
H -4.06827 24.28448 -23.72334
H -4.52365 25.21525 -25.15763
H -5.83315 26.05834 -22.58523
H -3.53990 27.18701 -24.30708
H -3.71270 27.47440 -22.62042
C 0.38428 19.25971 -20.98791
C -0.25645 19.03993 -19.58032
C 0.14628 20.11451 -18.55250
O -1.10574 20.32759 -18.04656
C -2.11767 20.00895 -18.86697
O -3.23665 20.38820 -18.85115
O -1.64528 19.19400 -19.83670
H 0.24719 18.47488 -21.73178
H 1.46151 19.24872 -20.82188
H 0.15065 20.23790 -21.40824
H -0.02184 18.05296 -19.18163
H 0.43197 20.96609 -19.17000
H 0.76664 19.90667 -17.68069
C -5.73790 11.75301 -34.29800
C -6.83014 11.33059 -33.23369
C -7.88913 12.28069 -32.61183
O -9.02630 11.96493 -33.25844
C -8.92544 10.78305 -33.83908
O -9.94082 10.17253 -34.21854
O -7.68038 10.44366 -33.91736
H -5.23442 11.03225 -34.94229
H -4.93957 12.23170 -33.73089
H -6.17804 12.58570 -34.84664
H -6.23588 11.01792 -32.37509
H -7.68982 13.35220 -32.62725
H -7.89974 12.14038 -31.53095
```

Output
orbital gap: 10.5503 eV
highest occupied orbital energy: -10.4 eV
LUMO level: 0.1 eV
SMILES string: C[C@H]1COC(=O)O1.C[C@H]1COC(=O)O1.C[C@H]1COC(=O)O1.C[C@H]1COC(=O)O1.C[C@H]1COC(=O)O1.C[C@H]1COC(=O)O1.C[C@H]1COC(=O)O1.C[C@H]1COC(=O)O1.C[C@H]1COC(=O)O1.C[C@H]1COC(=O)O1.C[C@H]1COC(=O)O1.C[C@H]1COC(=O)O1

=====

3.
C18H35As2NS2Tb | ωB97M-V/def2-TZVPD

```
59
C18H35As2NS2Tb ωB97M-V/def2-TZVPD
Tb 0.13544 0.37642 -0.04385
S 0.46454 -0.87050 -2.46692
S 0.75616 -0.49439 2.51889
C 0.70348 -2.67825 -2.22272
C 2.21435 -0.33117 -2.65357
C 3.08362 -0.52357 -1.42469
N 2.50629 0.14896 -0.22322
C 3.18050 -0.31200 1.02253
C 2.45788 0.18783 2.25946
H 2.18694 0.71927 -2.96763
H 2.60094 -0.92355 -3.48794
H 4.08042 -0.10370 -1.61744
H 3.21422 -1.58666 -1.20252
H 4.21188 0.06516 1.02915
H 3.24067 -1.40324 1.00726
H 2.33814 1.28004 2.23875
H 3.02305 -0.07441 3.15752
C 1.07526 -2.31021 2.49550
H 2.78963 1.13142 -0.32508
H 1.62100 -2.64327 1.60373
H 0.09364 -2.80011 2.52272
H 1.64040 -2.56917 3.40075
H -0.28775 -3.10500 -2.02735
H 1.37346 -2.90473 -1.38390
H 1.10855 -3.08876 -3.15709
C 0.34942 5.76908 -0.39843
C -0.96268 5.45870 -0.21718
H 0.80998 5.69845 -1.38507
H 0.96243 6.16413 0.41173
H -1.61913 5.36321 -1.09619
H -1.45183 5.58182 0.76076
C 0.08072 2.61715 -0.96970
As -1.64584 2.98241 0.08242
C -2.88051 2.71215 -1.40791
C -2.79866 1.83193 1.40870
C -3.17699 2.55812 2.53590
C -4.08189 1.99520 3.45081
C -4.70637 0.77638 3.16581
C -4.36346 0.07120 2.00346
C -3.33485 0.54497 1.17750
As -2.35174 -0.75616 0.06236
C -2.58067 -2.30957 1.21189
C -3.59644 -1.35211 -1.31876
H 0.89631 2.35517 -0.24271
H 0.38628 3.59856 -1.33399
H -0.03857 1.91350 -1.82288
H -3.35151 1.73115 -1.29979
H -3.64213 3.49839 -1.34328
H -2.33297 2.78994 -2.35027
H -2.76599 3.55610 2.70875
H -4.30770 2.51818 4.37979
H -5.45847 0.36336 3.84391
H -4.88823 -0.85252 1.75421
H -3.64278 -2.57290 1.19971
H -1.96716 -3.10538 0.77624
H -2.23880 -2.06690 2.22195
H -4.59516 -1.40965 -0.86670
H -3.55312 -0.63326 -2.14615
H -3.23604 -2.34094 -1.63498
```

Output
orbital gap (alpha / beta): 6.1250 / 6.5566 eV
expectation value of S²: 12.679
multiplicity: 7
highest occupied orbital energy (alpha / beta): -16.3 / -16.3 eV
LUMO level (alpha / beta): -10.1 / -9.7 eV
charge: +3

=====

Here are the calculated DFT total energy numbers, same order: -44072.090 -124645.740 -186477.003 (eV).